{"formula": "C5H9N", "method": "wB97M-V/def2-TZVPD", "gap_ev": 9.1, "smiles": "C=C(N)/C=C/C", "e_lumo_ev": 1.06, "elements": ["N", "C", "C", "C", "C", "C", "H", "H", "H", "H", "H", "H", "H", "H", "H"], "xyz": [[1.6145, -1.2702, -0.2562], [0.9019, -0.3808, -1.0257], [1.3430, 0.4155, -1.9863], [-1.8428, 0.5887, 1.5355], [-0.5414, 0.6563, 0.7520], [-0.4386, -0.0839, -0.4219], [1.1764, -1.5968, 0.7311], [2.2805, -1.8425, -0.6572], [2.2732, 0.2096, -2.3275], [0.9621, 1.3199, -2.2190], [-2.1202, 1.5406, 2.0480], [-1.6991, -0.1747, 2.3657], [-2.7381, 0.1001, 0.9450], [0.1596, 1.1498, 1.3199], [-1.3310, -0.6316, -0.8033]], "forces_ev_per_angstrom": [[-2.4, -0.7, 3.8], [-1.8, 1.7, 1.4], [0.1, -2.4, 1.1], [-1.4, -1.5, 0.2], [-3.4, -3.2, -3.0], [0.2, 1.2, 2.9], [1.3, 1.0, -3.8], [1.5, -1.3, -0.7], [3.0, -0.3, -1.2], [-1.9, 2.3, -1.0], [0.0, -0.7, -0.6], [0.0, 0.9, -0.7], [1.7, 1.4, 0.9], [2.3, 1.0, 0.4], [0.7, 0.6, 0.3]]}